(1)
Here is 2 unconnected molecules or ions with the total composition C14H9N4O5 in a non-equilibrium geometry from the Open Molecules 2025 dataset. Energies are from ωB97M-V/def2-TZVPD.

```
32
C14H9N4O5 (ωB97M-V/def2-TZVPD)
N 1.428 0.751 -3.832
C 1.787 0.657 -2.722
C 2.287 0.511 -1.380
C 1.771 1.286 -0.322
C 2.337 1.143 0.945
N 2.015 1.766 2.152
O 1.220 2.626 2.485
O 2.897 1.188 3.121
N 3.708 0.254 2.555
C 3.364 0.235 1.234
C 3.870 -0.590 0.162
N 4.862 -1.615 0.372
O 5.193 -1.962 1.522
O 5.354 -2.137 -0.659
C 3.324 -0.417 -1.122
H 0.928 1.960 -0.451
H 3.701 -1.033 -1.938
C -4.865 -1.836 0.420
C -3.834 -0.835 0.006
C -4.233 0.425 -0.482
C -3.311 1.391 -0.793
C -1.875 1.168 -0.642
O -1.038 2.069 -0.903
C -1.513 -0.165 -0.162
C -2.461 -1.113 0.132
H -4.382 -2.748 0.781
H -5.487 -1.425 1.225
H -5.531 -2.091 -0.414
H -5.301 0.634 -0.599
H -3.610 2.376 -1.145
H -0.453 -0.373 -0.034
H -2.154 -2.101 0.491
```

Values from the calculation:
- Gap between HOMO and LUMO: 0.12115 hartree
- 2S+1: 1
- Calculated total energy: -30855.0585 eV
- Maximum force: 0.05107 hartree/bohr
- Relative energy (zero: lowest compared OMol25 entry of this formula, charge and spin): 0.083 eV
- Net charge: -1

(2)
Here is a molecular structure, C15H10BCoF5N6Se in a non-equilibrium geometry from the Open Molecules 2025 dataset. Energies are from ωB97M-V/def2-TZVPD.

```
39
C15H10BCoF5N6Se (ωB97M-V/def2-TZVPD)
Co 0.153 -0.181 -0.653
C 0.226 -0.815 3.350
C -0.339 -1.003 2.093
N 0.344 -0.278 1.206
N 1.340 0.355 1.839
C 1.290 0.043 3.141
B 2.378 1.087 0.967
N 2.863 0.015 -0.071
C 4.078 -0.472 -0.354
C 3.957 -1.459 -1.316
C 2.594 -1.529 -1.583
N 1.951 -0.633 -0.831
N 1.598 2.151 0.158
C 1.771 3.459 -0.075
C 0.860 3.861 -1.033
C 0.147 2.707 -1.354
N 0.602 1.691 -0.622
H -0.094 -1.250 4.282
H -1.181 -1.604 1.785
H 2.017 0.449 3.827
H 3.277 1.543 1.604
H 4.949 -0.086 0.155
H 4.744 -2.045 -1.760
H 2.057 -2.165 -2.269
H 2.530 4.014 0.454
H 0.727 4.849 -1.441
H -0.663 2.565 -2.055
F -6.241 -0.461 -0.172
C -5.016 -0.848 -0.470
C -4.782 -2.148 -0.894
F -5.796 -2.989 -1.000
C -3.499 -2.565 -1.201
F -3.307 -3.811 -1.609
C -2.429 -1.689 -1.091
Se -0.632 -2.137 -1.514
C -2.711 -0.413 -0.664
F -1.635 0.460 -0.544
C -3.964 0.046 -0.348
F -4.165 1.289 0.064
```

Values from the calculation:
- Gap between HOMO and LUMO (alpha / beta): 0.25517 / 0.25493 hartree
- 2S+1: 1
- Calculated total energy: -141889.2588 eV
- Maximum force: 0.02238 hartree/bohr
- Net charge: +1

(3)
Here is a single C15H10BrFN2OS molecule in a non-equilibrium geometry from the Open Molecules 2025 dataset. Energies are from ωB97M-V/def2-TZVPD.

```
31
C15H10BrFN2OS (ωB97M-V/def2-TZVPD)
O 0.118 -0.914 -0.503
C 0.078 0.259 -0.198
N 1.194 1.017 0.064
C 2.524 0.625 0.004
C 2.954 -0.656 -0.336
C 4.302 -0.961 -0.370
C 5.240 0.010 -0.063
C 4.850 1.295 0.280
C 3.503 1.578 0.307
F 3.102 2.828 0.641
H 5.568 2.063 0.521
Br 7.092 -0.412 -0.109
H 4.622 -1.956 -0.635
H 2.221 -1.408 -0.574
H 1.054 1.986 0.320
C -1.177 1.016 -0.105
C -2.469 0.519 -0.083
C -3.444 1.549 -0.172
C -2.903 2.788 -0.252
S -1.192 2.755 -0.216
H -3.408 3.731 -0.318
H -4.502 1.357 -0.156
N -2.832 -0.807 0.054
C -3.922 -1.378 -0.552
C -4.009 -2.677 -0.152
C -2.945 -2.908 0.751
C -2.239 -1.747 0.852
H -1.379 -1.512 1.445
H -2.734 -3.825 1.264
H -4.747 -3.390 -0.463
H -4.521 -0.825 -1.248
```

Values from the calculation:
- Gap between HOMO and LUMO: 0.30562 hartree
- SMILES string: O=C(Nc1ccc(Br)cc1F)c1sccc1-n1cccc1
- 2S+1: 1
- Calculated total energy: -104340.2111 eV
- Maximum force: 0.02122 hartree/bohr

(4)
Here is a molecular structure, C15H10Cl3N3O4PtTe4 in a non-equilibrium geometry from the Open Molecules 2025 dataset. Energies are from ωB97M-V/def2-TZVPD.

```
40
C15H10Cl3N3O4PtTe4 (ωB97M-V/def2-TZVPD)
Pt 0.409 -0.748 0.655
O -2.247 2.050 -3.561
C -2.564 2.915 -2.570
C -3.252 4.093 -2.853
C -3.571 4.989 -1.850
C -3.210 4.727 -0.536
C -2.555 3.548 -0.244
C -2.216 2.629 -1.238
C -1.504 1.407 -0.810
O -1.577 1.079 0.411
N -0.763 0.769 -1.699
N -0.046 -0.249 -1.265
C 0.574 -0.993 -2.139
C 1.387 -2.089 -1.691
C 1.744 -3.158 -2.519
C 2.513 -4.180 -2.013
C 2.976 -4.097 -0.700
C 2.582 -3.022 0.067
N 1.779 -2.065 -0.394
H -2.545 2.407 -4.404
H -3.542 4.308 -3.876
H -4.107 5.896 -2.094
H -3.439 5.428 0.254
H -2.277 3.321 0.776
H 0.428 -0.781 -3.190
H 1.380 -3.174 -3.537
H 2.762 -5.034 -2.626
H 3.648 -4.836 -0.291
H 2.953 -2.893 1.074
Te 0.481 1.618 1.719
Te 0.436 3.409 5.284
Te -0.121 1.598 7.204
Te 0.797 0.921 4.281
Cl 3.669 -3.621 3.892
C 1.944 -3.293 3.799
Cl 1.354 -2.850 5.417
Cl 1.088 -4.718 3.222
C 1.642 -2.062 2.877
O 0.426 -1.970 2.502
O 2.563 -1.279 2.668
```

Values from the calculation:
- Gap between HOMO and LUMO (alpha / beta): 0.15117 / 0.15581 hartree
- 2S+1: 1
- Calculated total energy: -98361.6022 eV
- Maximum force: 0.03553 hartree/bohr
- Relative energy (zero: lowest compared OMol25 entry of this formula, charge and spin): 4.165 eV

(5)
Here is a single C15H10ClF3N4O2 molecule in a non-equilibrium geometry from the Open Molecules 2025 dataset. Energies are from ωB97M-V/def2-TZVPD.

```
35
C15H10ClF3N4O2 (ωB97M-V/def2-TZVPD)
F 3.737 -3.568 -1.002
F 4.686 -0.845 -1.878
F 5.565 0.150 -0.273
Cl 0.583 5.095 -2.185
N -3.318 -1.521 0.230
N -2.359 -2.409 0.086
N -0.892 3.300 1.194
O 3.539 -0.869 0.137
O -2.814 2.041 1.534
C -1.635 -0.609 1.229
C -2.819 -0.371 0.872
C -0.180 3.974 0.351
C -2.039 2.761 0.670
C -2.369 2.898 -0.706
C 1.498 -3.996 -0.374
C -1.589 3.576 -1.521
C 0.275 -3.615 0.090
C 1.329 -1.434 0.507
C 2.681 -3.151 -0.385
C -0.461 4.151 -1.045
C 2.580 -1.868 0.058
C 0.134 -2.241 0.405
N -1.233 -1.824 0.704
C 4.757 -0.961 -0.447
C -3.606 0.893 1.094
H -1.026 0.068 1.765
H 0.800 4.309 0.598
H -3.064 2.289 -1.128
H 1.550 -5.000 -0.792
H -1.830 3.738 -2.560
H -0.564 -4.382 0.047
H 1.191 -0.432 1.016
H 5.316 -1.914 -0.253
H -4.113 1.071 0.124
H -4.311 0.697 1.840
```

Values from the calculation:
- Gap between HOMO and LUMO: 0.33712 hartree
- SMILES string: Fc1ccc(-n2cc(COc3ccc(Cl)cn3)nn2)cc1OC(F)F
- 2S+1: 1
- Calculated total energy: -46443.5570 eV
- Maximum force: 0.12045 hartree/bohr
- Relative energy (zero: lowest compared OMol25 entry of this formula, charge and spin): 0.572 eV

(6)
Here is a molecular structure, C15H10F5GaN3O4SeTe in a non-equilibrium geometry from the Open Molecules 2025 dataset. Energies are from ωB97M-V/def2-TZVPD.

```
40
C15H10F5GaN3O4SeTe (ωB97M-V/def2-TZVPD)
Ga 0.813 -0.431 0.639
O 1.108 3.658 -1.204
C -0.085 3.559 -1.799
C -0.430 4.635 -2.625
C -1.631 4.655 -3.297
C -2.534 3.599 -3.169
C -2.203 2.534 -2.361
C -0.990 2.483 -1.666
C -0.698 1.284 -0.847
O 0.364 1.302 -0.080
N -1.515 0.268 -0.908
N -1.047 -0.740 -0.073
C -1.833 -1.722 0.162
C -1.526 -2.821 1.042
C -2.458 -3.864 1.152
C -2.239 -4.938 1.981
C -1.050 -4.984 2.723
C -0.124 -3.970 2.646
C -0.340 -2.853 1.814
O 0.551 -1.898 1.807
H 1.264 2.878 -0.639
H 0.283 5.445 -2.715
H -1.873 5.501 -3.930
H -3.477 3.614 -3.698
H -2.880 1.698 -2.240
H -2.803 -1.703 -0.335
H -3.366 -3.808 0.561
H -2.969 -5.733 2.059
H -0.854 -5.833 3.367
H 0.801 -3.997 3.207
F 5.307 0.038 1.214
Te 3.796 -0.501 0.329
F 4.650 -0.082 -1.297
F 3.568 -1.677 1.811
F 4.670 -2.089 -0.181
F 3.465 1.347 0.071
O 2.202 -0.992 -0.481
Se 2.340 0.463 2.475
C 2.016 2.279 2.260
N 1.730 3.394 2.228
```

Values from the calculation:
- Gap between HOMO and LUMO: 0.28602 hartree
- 2S+1: 1
- Calculated total energy: -166985.5751 eV
- Maximum force: 0.04651 hartree/bohr
- Relative energy (zero: lowest compared OMol25 entry of this formula, charge and spin): 1.626 eV
- Net charge: -1